No. 1
A gas-phase ion, C3H2NOS (charge -1) in a non-equilibrium geometry. Source: the Open Molecules 2025 dataset; level of theory: ωB97M-V/def2-TZVPD.

```
8
Properties=species:S:1:pos:R:3:nbo_charge:R:1
S -1.692 -2.373 -0.860 -0.372
O 0.291 -1.138 0.122 -0.563
N 0.675 1.108 0.140 -0.454
C -0.959 -0.939 -0.423 -0.095
C 1.077 -0.028 0.478 0.266
C -0.285 1.573 -0.547 -0.074
H 1.926 -0.237 0.979 0.156
H -1.034 2.034 0.111 0.137
```

Gap between HOMO and LUMO: 6.6232 eV
Total charge: -1
Total energy: -17512.680 eV
Spin multiplicity: 1
Molar mass: 100.12 g/mol
Relative energy (zero: lowest compared OMol25 entry of this formula, charge and spin): 382.4 kJ/mol
HOMO energy: -2.68 eV

=====

No. 2
A gas-phase ion, C3H2NOS2 (charge -1) in a non-equilibrium geometry. Source: the Open Molecules 2025 dataset; level of theory: ωB97M-V/def2-TZVPD.

```
9
Properties=species:S:1:pos:R:3:nbo_charge:R:1
S -3.167 0.271 -0.005 -0.272
S -0.740 -1.438 0.000 0.360
O 1.122 2.369 -0.029 -0.609
N 1.478 0.039 -0.126 -0.500
C 1.173 1.179 0.032 0.733
C -1.505 0.117 -0.028 -0.536
C 1.027 -1.216 -0.318 -0.520
H -0.755 0.778 0.303 0.170
H 1.366 -2.099 0.171 0.174
```

Gap between HOMO and LUMO (spin up / spin down): 5.8588 / 5.8663 eV
Total charge: -1
Total energy: -28350.207 eV
Spin multiplicity: 1
Molar mass: 132.19 g/mol
Relative energy (zero: lowest compared OMol25 entry of this formula, charge and spin): 351.1 kJ/mol
HOMO energy (spin up / spin down): -2.29 / -2.29 eV

=====

No. 3
C3H2O2 in the gas phase in a non-equilibrium geometry. Source: the Open Molecules 2025 dataset; level of theory: ωB97M-V/def2-TZVPD.

```
7
Properties=species:S:1:pos:R:3:nbo_charge:R:1
O -1.180 1.274 -0.017 -0.526
O -1.431 -0.944 -0.023 -0.671
C 0.720 0.063 0.051 -0.132
C 1.928 -0.072 -0.043 -0.104
C -0.665 0.213 -0.022 0.707
H 2.949 0.115 -0.005 0.234
H -2.321 -0.648 0.059 0.492
```

Gap between HOMO and LUMO: 11.1771 eV
Total energy: -7236.203 eV
Spin multiplicity: 1
Molar mass: 70.05 g/mol
Relative energy (zero: lowest compared OMol25 entry of this formula, charge and spin): 67.5 kJ/mol
SMILES: C#CC(=O)O
HOMO energy: -10.89 eV

=====

No. 4
2 unconnected molecules or ions with the total composition C3H2O2S in a non-equilibrium geometry. Source: the Open Molecules 2025 dataset; level of theory: ωB97M-V/def2-TZVPD.

```
8
Properties=species:S:1:pos:R:3:nbo_charge:R:1
S 2.212 -2.032 -0.022 0.117
O 4.572 1.204 0.280 -0.487
O 2.399 0.742 -0.319 -0.534
C 3.511 0.973 -0.069 1.051
C -0.039 -0.411 0.033 -0.622
C 1.156 -0.888 -0.148 -0.027
H -0.419 0.164 0.899 0.253
H -0.744 -0.119 -0.710 0.248
```

Gap between HOMO and LUMO: 8.2749 eV
Total energy: -18071.321 eV
Spin multiplicity: 1
Molar mass: 102.11 g/mol
Relative energy (zero: lowest compared OMol25 entry of this formula, charge and spin): 150.2 kJ/mol
SMILES: C=C=S.O=C=O
HOMO energy: -8.42 eV

=====

No. 5
C3H2O3S2 in the gas phase in a non-equilibrium geometry. Source: the Open Molecules 2025 dataset; level of theory: ωB97M-V/def2-TZVPD.

```
10
Properties=species:S:1:pos:R:3:nbo_charge:R:1
S 0.978 -0.061 -2.134 0.149
S 2.062 -1.386 0.348 0.149
O -2.225 1.036 0.799 -0.651
O -1.936 -0.674 -0.633 -0.511
O 0.390 1.163 1.193 -0.498
C 0.027 0.398 0.307 0.412
C 0.998 -0.357 -0.561 -0.418
C -1.501 0.184 0.063 0.697
H 2.749 -1.920 -0.702 0.157
H -1.542 1.618 1.322 0.514
```

Gap between HOMO and LUMO: 8.0854 eV
Total energy: -30955.463 eV
Spin multiplicity: 1
Molar mass: 150.18 g/mol
Relative energy (zero: lowest compared OMol25 entry of this formula, charge and spin): 13.7 kJ/mol
SMILES: O=C(O)C(=O)C(=S)S
HOMO energy: -9.52 eV

=====

No. 6
A molecular structure, C3H2O3Sm in a non-equilibrium geometry. Source: the Open Molecules 2025 dataset; level of theory: ωB97M-V/def2-TZVPD.

```
9
Properties=species:S:1:pos:R:3:nbo_charge:R:1
Sm 0.964 3.231 0.037 0.985
O 2.403 0.897 0.174 -0.633
O 2.339 -1.408 -0.100 -0.429
O -0.734 1.054 -0.586 -0.609
C -1.935 -0.953 0.065 -0.701
C 2.440 -0.251 -0.060 1.068
C -1.541 0.234 -0.279 0.726
H -2.864 -1.090 0.618 0.286
H -1.072 -1.715 0.131 0.307
```

Gap between HOMO and LUMO (spin up / spin down): 5.4140 / 9.4462 eV
<S²>: 15.76
Total charge: +1
Total energy: -27180.776 eV
Spin multiplicity: 8
Molar mass: 236.41 g/mol
Relative energy (zero: lowest compared OMol25 entry of this formula, charge and spin): 0.0 kJ/mol
HOMO energy (spin up / spin down): -9.43 / -13.53 eV

=====

No. 7
A molecular structure, C3H2O3Tb in a non-equilibrium geometry. Source: the Open Molecules 2025 dataset; level of theory: ωB97M-V/def2-TZVPD.

```
9
Properties=species:S:1:pos:R:3:lowdin_charge:R:1
Tb -2.268 3.408 -0.846 2.045
O -0.710 1.809 -0.062 -0.089
O 0.721 0.299 0.744 0.266
O -0.744 -0.363 -0.706 0.230
C 1.021 -1.045 0.409 0.135
C -0.226 0.690 -0.048 -0.463
C 0.035 -1.454 -0.500 0.295
H 2.082 -1.249 0.256 0.226
H 0.090 -2.094 0.754 0.356
```

Gap between HOMO and LUMO (spin up / spin down): 11.6584 / 5.3744 eV
<S²>: 13.02
Total charge: +3
Total energy: -31680.881 eV
Spin multiplicity: 7
Molar mass: 244.97 g/mol
Relative energy (zero: lowest compared OMol25 entry of this formula, charge and spin): 224.6 kJ/mol
HOMO energy (spin up / spin down): -25.59 / -22.27 eV

=====

No. 8
A molecular structure, C3H2O3V in a non-equilibrium geometry. Source: the Open Molecules 2025 dataset; level of theory: ωB97M-V/def2-TZVPD.

```
9
Properties=species:S:1:pos:R:3:nbo_charge:R:1
V 0.821 0.031 2.633 0.905
O -0.187 -1.500 1.596 -0.629
O -1.324 -2.243 -0.282 -0.408
O 0.177 1.068 0.998 -0.608
C 0.319 1.171 -0.169 0.735
C 0.299 1.172 -1.468 -0.680
C -0.805 -1.872 0.678 1.080
H -0.349 0.428 -1.971 0.303
H 1.049 1.744 -2.015 0.302
```

Gap between HOMO and LUMO (spin up / spin down): 7.3996 / 10.1004 eV
<S²>: 6.00
Total charge: +1
Total energy: -34963.881 eV
Spin multiplicity: 5
Molar mass: 136.99 g/mol
Relative energy (zero: lowest compared OMol25 entry of this formula, charge and spin): 0.0 kJ/mol
HOMO energy (spin up / spin down): -11.69 / -14.31 eV